[1]
{"formula": "C6H7N2", "method": "ωB97M-V/def2-TZVPD", "total_charge": 1, "e_homo_ev": -14.93, "relative_energy_ev": 3.0715, "lumo_ev": -5.13, "homo_lumo_gap_ev": 9.8, "species": ["C", "C", "C", "C", "C", "C", "N", "N", "H", "H", "H", "H", "H", "H", "H"], "coordinates": [[2.04462, 0.62217, -0.12865], [2.30831, -0.70643, 0.02823], [0.67163, 1.05444, 0.02470], [1.21612, -1.55202, 0.06944], [-3.40410, 0.67233, -0.18520], [-3.04384, -0.48063, -0.08931], [-0.26537, 0.09074, 0.21589], [-0.00814, -1.18269, 0.08916], [2.89340, 1.21867, -0.41953], [3.27951, -0.99469, -0.01049], [0.52880, 2.13740, -0.01033], [1.47919, -2.55610, 0.02300], [-3.75209, 1.65496, -0.39079], [-1.36629, 0.22153, 0.21048], [-2.82207, -1.48839, 0.11056]], "forces_ev_per_a": [[-1.64, 0.08, 0.14], [-2.50, 2.11, -0.21], [1.85, -1.06, -0.02], [1.85, -0.12, 0.05], [0.46, -1.46, -0.19], [-0.94, 1.76, 0.12], [-0.29, 2.05, -1.16], [-1.51, -0.42, 0.73], [-0.37, 0.91, 0.29], [2.61, -1.38, -0.05], [-1.00, -0.55, 0.17], [-0.46, -1.99, -0.05], [-0.01, 0.22, 0.09], [1.78, 0.56, 0.11], [0.17, -0.69, -0.02]], "nbo_charge": [-0.174, -0.120, 0.088, 0.047, -0.169, -0.283, -0.256, -0.154, 0.264, 0.245, 0.267, 0.231, 0.264, 0.477, 0.271]}


[2]
{"formula": "C5H14", "method": "ωB97M-V/def2-TZVPD", "total_charge": 0, "e_homo_ev": -10.87, "smiles": "CCC.CC", "relative_energy_ev": 2.2253, "lumo_ev": 1.09, "homo_lumo_gap_ev": 12.0, "species": ["C", "C", "C", "H", "H", "H", "H", "H", "H", "H", "H", "C", "C", "H", "H", "H", "H", "H", "H"], "coordinates": [[-1.86762, -0.42173, 0.58504], [-1.44730, 0.70585, 1.59759], [-1.39951, 1.92623, 0.83612], [-1.46531, -0.09536, -0.32149], [-1.35076, -1.38283, 0.97673], [-2.91815, -0.58158, 0.34110], [-1.95401, 0.74159, 2.62452], [-0.45564, 0.43949, 2.01472], [-2.30014, 2.33661, 0.69301], [-0.65882, 2.63582, 1.23278], [-1.01402, 1.83066, -0.24849], [1.68932, -0.55423, -1.06460], [2.58270, -1.55600, -1.57593], [2.00252, 0.10679, -0.38934], [1.23572, 0.10510, -1.87535], [0.84912, -0.86456, -0.47416], [2.43534, -2.61314, -0.92029], [3.63092, -1.20672, -1.35870], [2.40564, -1.55196, -2.67325]], "forces_ev_per_a": [[0.68, -1.64, 2.99], [0.06, -3.01, 1.69], [4.42, 1.57, -1.86], [1.04, -0.10, -1.47], [-1.20, 1.21, -1.13], [-0.17, 0.02, 0.73], [-0.33, 0.17, -1.75], [-0.03, 0.02, -0.82], [-3.49, 1.95, -0.18], [-0.63, 0.26, 0.22], [-0.38, -0.45, 1.57], [-4.35, 1.33, -1.86], [2.03, -2.95, 0.99], [2.49, 2.81, 2.56], [0.49, -0.82, 0.81], [-0.90, -1.05, -0.24], [0.48, 2.59, -2.45], [-0.76, -0.71, -0.57], [0.53, -1.19, 0.76]], "nbo_charge": [-0.607, -0.411, -0.602, 0.201, 0.205, 0.209, 0.210, 0.195, 0.202, 0.208, 0.191, -0.625, -0.613, 0.205, 0.192, 0.210, 0.204, 0.208, 0.220]}


[3]
{"formula": "C4H11N2O", "method": "ωB97M-V/def2-TZVPD", "spin_multiplicity": 2, "total_charge": 0, "e_homo_ev": [-8.62, -8.63], "relative_energy_ev": 3.6590, "lumo_ev": [0.90, -1.98], "homo_lumo_gap_ev": [9.5, 6.6], "species": ["N", "C", "C", "N", "C", "C", "O", "H", "H", "H", "H", "H", "H", "H", "H", "H", "H", "H"], "coordinates": [[2.13383, 0.56208, 1.15962], [2.26419, -0.18878, -0.00640], [0.82108, -0.80334, -0.64862], [-0.23515, -0.59756, 0.29559], [-1.34699, 0.62730, 0.27630], [-2.76861, 0.15804, -0.40634], [-3.52473, 1.11451, -0.99253], [2.35131, 1.59740, 1.00617], [1.01426, 0.53367, 1.32329], [2.80103, 0.31552, -0.77667], [3.01983, -1.13072, 0.11721], [1.12378, -1.88668, -0.92769], [0.66989, -0.15126, -1.56372], [-0.48114, -1.52364, 0.78132], [-0.73909, 1.37710, -0.14852], [-1.42234, 1.01794, 1.25988], [-2.44271, -0.67155, -1.16848], [-3.23845, -0.35002, 0.41958]], "forces_ev_per_a": [[-3.33, 2.67, 1.38], [1.16, -4.01, -1.70], [2.49, 1.51, -0.61], [-2.92, -0.70, 1.63], [1.79, -3.61, -0.91], [2.70, -1.38, -1.81], [0.44, 0.10, 0.80], [-0.37, -2.00, 0.17], [3.04, 0.03, 0.08], [0.07, 0.75, -0.85], [-1.84, 1.66, 0.23], [-1.32, 1.74, 0.43], [-0.06, -1.08, 0.76], [-0.04, 2.44, -0.89], [0.05, 0.93, -1.65], [-0.64, -0.40, 1.23], [-0.50, 1.35, 1.20], [-0.73, 0.01, 0.50]], "nbo_charge": [-0.855, -0.216, -0.244, -0.695, -0.180, -0.139, -0.271, 0.355, 0.370, 0.176, 0.137, 0.212, 0.189, 0.390, 0.208, 0.204, 0.152, 0.207]}


[4]
{"formula": "C6H6N2", "method": "ωB97M-V/def2-TZVPD", "total_charge": 0, "e_homo_ev": -8.22, "smiles": "CC1=CN=C[C@]12C=N2", "relative_energy_ev": 3.7554, "lumo_ev": -0.25, "homo_lumo_gap_ev": 8.0, "species": ["C", "C", "C", "N", "C", "C", "C", "N", "H", "H", "H", "H", "H", "H"], "coordinates": [[1.02080, -0.48584, -0.92098], [0.30329, 0.18226, 0.18469], [0.92680, 0.54028, 1.37053], [0.17569, 1.28125, 2.21039], [-0.98419, 1.43748, 1.67055], [-0.99573, 0.75483, 0.19774], [-2.13533, 0.23899, -0.64701], [-1.57622, 1.01018, -1.44493], [1.98310, 0.11340, -1.13811], [0.37445, -0.67041, -1.78727], [1.29673, -1.46364, -0.38196], [1.93048, 0.28334, 1.52029], [-1.82619, 1.74286, 2.28290], [-2.95131, -0.36436, -0.57164]], "forces_ev_per_a": [[1.39, -0.89, 1.05], [1.67, 0.85, 1.48], [-0.45, -1.10, -3.44], [-1.91, 0.16, 0.75], [-0.29, 0.09, -1.67], [-1.68, 0.07, 0.46], [3.31, 2.32, 0.58], [-0.07, 0.16, 2.15], [-1.58, -1.18, -0.12], [0.55, 0.06, 0.11], [0.04, 0.99, -1.57], [1.30, -0.09, 0.73], [-0.10, 0.29, -0.52], [-2.18, -1.72, 0.00]], "nbo_charge": [-0.649, -0.053, -0.077, -0.392, 0.059, -0.070, 0.079, -0.193, 0.236, 0.228, 0.233, 0.191, 0.199, 0.210]}


[5]
{"formula": "C6H7LiMgO6", "method": "ωB97M-V/def2-TZVPD", "spin_multiplicity": 2, "total_charge": 1, "e_homo_ev": [-12.11, -13.43], "relative_energy_ev": 0.0000, "lumo_ev": [-5.79, -5.82], "homo_lumo_gap_ev": [6.3, 7.6], "species": ["Mg", "O", "O", "C", "C", "O", "C", "H", "H", "H", "H", "Li", "O", "O", "C", "C", "O", "C", "H", "H", "H"], "coordinates": [[3.21846, -0.06963, 0.32770], [1.69112, 1.41565, 0.34956], [1.19925, 2.20585, -1.71671], [-0.13476, 2.59135, -1.33501], [-1.14260, 1.54792, -1.80103], [3.04360, 1.06093, -1.33311], [1.98082, 1.56635, -0.88056], [-0.18133, 2.74392, -0.25105], [-0.31726, 3.54221, -1.84503], [-1.03723, 1.36586, -2.87645], [-2.14627, 1.95450, -1.61020], [0.41358, 0.15022, 1.19437], [-1.15220, 0.27173, 0.21460], [-0.71454, -0.79408, -1.69201], [-0.07175, -2.53943, -0.62407], [1.27609, -2.10026, -0.50096], [1.68817, -1.29863, 0.43115], [-1.01611, 0.24689, -1.02583], [-0.67697, -2.61535, 0.28035], [-0.27936, -3.25192, -1.42090], [1.93488, -2.29893, -1.35678]], "forces_ev_per_a": [[-1.14, 0.63, -0.98], [0.11, -0.39, 1.11], [0.60, -0.29, 0.05], [-0.48, 0.22, 0.33], [-0.22, 0.10, -0.32], [0.65, -0.59, 0.27], [-0.44, 0.36, -0.66], [-0.01, -0.03, -0.27], [0.12, -0.24, 0.11], [-0.01, 0.04, 0.26], [0.22, -0.11, -0.04], [-0.48, 0.08, -0.37], [0.37, 0.10, 0.36], [0.03, -0.13, 0.01], [1.43, 0.09, 0.47], [-1.54, -0.38, -1.09], [0.79, 0.20, 0.61], [0.22, -0.58, 0.15], [-0.13, 0.48, -0.41], [-0.08, 0.45, 0.09], [-0.01, -0.02, 0.33]], "nbo_charge": [1.840, -0.928, -0.465, -0.069, -0.535, -0.833, 0.991, 0.211, 0.224, 0.248, 0.259, 0.938, -0.815, -0.564, -0.228, 0.257, -0.960, 0.796, 0.229, 0.239, 0.166]}